Entry from the Open Molecules 2025 dataset: 7 unconnected molecules or ions with the total composition C27H42BN8O2S in a non-equilibrium geometry (ωB97M-V/def2-TZVPD).

Each line ends with the Mulliken charge.
CARTESIAN COORDINATES (ANGSTROEM)
C: 0.1128 -6.2047 -0.0480  -1.23
N: 1.3905 -5.6625 0.5162  -0.23
C: 2.0522 -4.7939 -0.4127  -0.70
S: 1.5609 -3.0478 -0.1628  0.22
N: 1.0180 -2.5416 -1.7146  -0.53
B: 0.0838 -2.9583 1.0791  0.80
O: 0.2539 -2.0766 2.0433  -0.40
O: -1.0050 -3.7052 1.0305  -0.29
C: -1.8841 -3.5184 -0.0964  -0.64
H: 0.1707 -7.2645 -0.2405  0.40
H: -0.1607 -5.6694 -0.9448  0.43
H: -0.6480 -6.0448 0.6941  0.37
H: 1.9955 -6.4726 0.5863  0.18
H: 1.9047 -5.0554 -1.4562  0.43
H: 3.1143 -4.8012 -0.2367  0.53
H: 1.8357 -2.1236 -2.1517  0.36
H: 0.3307 -1.8116 -1.5427  0.12
H: 1.1798 -1.7739 2.1045  0.30
H: -2.7772 -3.0067 0.2151  0.28
H: -2.1507 -4.4801 -0.4971  0.33
H: -1.4446 -2.9381 -0.9005  0.26
N: 0.0743 0.1927 -3.9231  0.19
C: -0.3316 0.9390 -4.9953  -0.45
C: -0.3063 2.2556 -4.6158  -0.98
C: 0.1377 2.3052 -3.2655  0.36
C: 0.3685 1.0166 -2.8706  -0.89
H: 0.1457 -0.8075 -3.9062  0.16
H: -0.6056 0.4738 -5.9258  0.43
H: -0.5745 3.0919 -5.2381  0.40
H: 0.2772 3.1842 -2.6563  0.50
H: 0.7167 0.6107 -1.9330  0.26
N: 0.3759 6.5100 -2.3730  -0.02
C: 1.5210 5.7823 -2.1864  -0.71
C: 2.0811 6.1725 -0.9996  -0.49
C: 1.2392 7.1728 -0.4440  -0.25
C: 0.1959 7.3566 -1.3140  -0.72
H: -0.2376 6.4357 -3.1635  0.22
H: 1.8414 5.0533 -2.9114  0.57
H: 2.9921 5.7841 -0.5766  0.48
H: 1.3839 7.6973 0.4860  0.41
H: -0.6548 8.0163 -1.2718  0.55
N: 1.6640 2.3162 0.2070  0.37
C: 2.8106 1.5851 0.3798  -0.48
C: 3.3773 1.9727 1.5653  -0.75
C: 2.5400 2.9755 2.1265  -0.56
C: 1.4928 3.1624 1.2654  -0.78
H: 1.0438 2.2471 -0.5779  0.12
H: 3.1256 0.8617 -0.3543  0.50
H: 4.2926 1.5870 1.9817  0.44
H: 2.6919 3.5000 3.0540  0.46
H: 0.6446 3.8233 1.3125  0.68
N: 2.4020 -9.3177 1.5975  0.02
C: 3.3029 -10.1356 2.2272  -0.52
C: 3.0032 -10.1391 3.5609  -0.39
C: 1.8755 -9.2951 3.7482  -0.60
C: 1.5260 -8.8014 2.5226  -0.22
H: 2.3869 -9.1346 0.6120  0.20
H: 4.0727 -10.6436 1.6730  0.38
H: 3.5305 -10.6897 4.3207  0.40
H: 1.3781 -9.0782 4.6781  0.41
H: 0.7327 -8.1351 2.2280  0.33
N: -1.9132 7.0459 1.4541  0.10
C: -2.8649 6.2658 2.0518  -0.63
C: -3.5258 7.0380 2.9693  -0.40
C: -2.9518 8.3365 2.9204  -0.68
C: -1.9615 8.3094 1.9754  -0.20
H: -1.2752 6.7396 0.7407  0.20
H: -2.9901 5.2330 1.7745  0.44
H: -4.3314 6.7102 3.6040  0.39
H: -3.2343 9.1915 3.5107  0.39
H: -1.2900 9.0775 1.6314  0.36
N: -3.0653 0.5185 -1.2071  0.20
C: -4.3982 0.5916 -1.5058  -0.50
C: -5.0986 0.4046 -0.3446  -0.54
C: -4.1520 0.2169 0.6984  -0.68
C: -2.9059 0.2968 0.1368  -0.57
H: -2.3188 0.6246 -1.8720  0.23
H: -4.7317 0.7697 -2.5134  0.42
H: -6.1710 0.4069 -0.2507  0.42
H: -4.3628 0.0500 1.7411  0.44
H: -1.9248 0.2196 0.5765  0.62

Properties
**Orbital gap**: 5.2242 eV
**M**: 553.6 g/mol
**LUMO**: -4.22 eV
**Net charge**: +1
**Electronic energy**: -56200.3087 eV